No. 1
# C4H5NO2

One molecule with the formula C4H5NO2 at a distorted geometry (ωB97M-V/def2-TZVPD, OMol25).

```
12
Properties=species:S:1:pos:R:3
C 0.456 -1.423 -0.189
C 0.273 1.648 0.144
C -0.865 0.803 -0.361
C -0.746 -0.486 0.531
H -0.063 -1.645 -1.135
H 0.724 -2.266 0.412
H 0.348 2.649 0.383
H -0.627 0.707 -1.480
H -0.502 -0.331 1.666
N 1.327 0.896 0.005
O 1.617 -0.446 0.019
O -1.942 -0.105 0.005
```

Results
- SMILES: C1=NOC[C@@H]2O[C@@H]12
- Total charge: 0
- Spin multiplicity: 1
- E_HOMO: -9.52 eV
- Lowest unoccupied orbital energy: 0.74 eV
- Relative energy (zero: lowest compared OMol25 entry of this formula, charge and spin): 181.4 kcal/mol
- Frontier orbital gap: 10.26 eV

No. 2
# C47H58As3N4O3PTi

C47H58As3N4O3PTi as an isolated structure (ωB97M-V/def2-TZVPD, OMol25).

```
117
Properties=species:S:1:pos:R:3
Ti -1.339 0.399 0.035
O -2.027 -0.868 1.275
C -3.031 -1.705 1.478
C -3.035 -2.502 2.630
C -4.047 -3.416 2.833
C -5.089 -3.555 1.913
C -5.106 -2.757 0.793
C -4.085 -1.825 0.557
C -4.169 -0.952 -0.581
N -3.284 -0.070 -0.874
N -3.648 0.770 -1.940
C -2.974 1.871 -1.820
O -2.104 2.085 -0.874
C -3.236 3.001 -2.750
C -3.720 2.765 -4.033
C -3.961 3.825 -4.894
C -3.749 5.129 -4.465
C -3.288 5.368 -3.177
C -3.019 4.307 -2.325
H -2.230 -2.385 3.341
H -4.028 -4.036 3.721
H -5.878 -4.275 2.087
H -5.920 -2.836 0.080
H -5.056 -0.999 -1.210
H -3.915 1.746 -4.343
H -4.331 3.638 -5.894
H -3.953 5.959 -5.129
H -3.138 6.385 -2.838
H -2.651 4.481 -1.322
O -2.075 1.611 2.489
N -1.028 1.953 1.646
C -0.604 3.139 1.768
C 0.511 3.816 1.084
C 0.846 5.036 1.686
C 1.887 5.816 1.216
C 2.613 5.383 0.119
C 2.288 4.182 -0.488
C 1.241 3.382 -0.032
P 0.956 1.807 -0.922
C 0.721 2.340 -2.645
C 0.965 1.452 -3.697
C 0.727 1.829 -5.008
C 0.225 3.094 -5.291
C -0.030 3.976 -4.256
C 0.216 3.603 -2.941
C 2.650 1.137 -0.831
C 3.580 1.150 -1.865
C 4.865 0.663 -1.659
C 5.241 0.181 -0.415
C 4.322 0.181 0.628
C 3.034 0.643 0.416
H -2.335 2.414 2.966
H -1.070 3.761 2.534
H 0.277 5.373 2.545
H 2.125 6.751 1.706
H 3.431 5.977 -0.268
H 2.862 3.854 -1.346
H 1.356 0.462 -3.493
H 0.945 1.138 -5.814
H 0.037 3.387 -6.316
H -0.434 4.958 -4.465
H 0.004 4.302 -2.144
H 3.324 1.552 -2.836
H 5.576 0.676 -2.476
H 6.246 -0.187 -0.255
H 4.613 -0.182 1.606
H 2.318 0.626 1.231
C -0.103 -0.188 4.921
As 0.933 0.063 3.282
C 2.029 1.556 3.944
C 2.312 -1.326 3.508
C 2.038 -2.714 2.878
C 3.162 -3.622 3.399
C 2.154 -2.665 1.349
As 0.793 -1.793 0.196
C 1.826 -2.053 -1.456
C -0.461 -3.271 -0.034
C 0.660 -3.200 3.351
As -0.147 -5.015 3.117
C 0.603 -5.836 4.735
C 0.961 -6.031 1.850
H -0.731 -1.072 4.820
H -0.753 0.677 5.054
H 0.537 -0.296 5.797
H 2.525 1.302 4.881
H 1.393 2.427 4.109
H 2.783 1.827 3.202
H 2.502 -1.453 4.578
H 3.232 -0.912 3.082
H 4.135 -3.161 3.206
H 3.163 -4.599 2.924
H 3.071 -3.761 4.479
H 2.212 -3.684 0.957
H 3.096 -2.183 1.077
H 1.617 -3.038 -1.874
H 2.888 -1.979 -1.224
H 1.580 -1.295 -2.193
H 0.074 -4.162 -0.358
H -1.184 -2.995 -0.802
H -1.006 -3.475 0.885
H -0.098 -2.517 2.954
H 0.625 -3.089 4.440
H 0.187 -5.343 5.613
H 1.690 -5.763 4.757
H 0.315 -6.886 4.764
H 0.943 -5.599 0.852
H 0.497 -7.017 1.790
H 1.988 -6.158 2.180
C -0.696 -1.691 -5.353
C -1.693 -0.828 -4.576
C -1.289 -0.652 -3.188
N -0.953 -0.508 -2.104
H -1.051 -1.834 -6.372
H -0.583 -2.670 -4.890
H 0.285 -1.216 -5.395
H -2.692 -1.266 -4.571
H -1.784 0.176 -4.997
```

Results
- Total charge: +1
- Spin multiplicity: 2
- E_HOMO (alpha / beta): -9.82 / -10.09 eV
- Lowest unoccupied orbital energy (alpha / beta): -2.68 / -2.73 eV
- Relative energy (zero: lowest compared OMol25 entry of this formula, charge and spin): 14.7 kcal/mol
- Frontier orbital gap (alpha / beta): 7.14 / 7.37 eV

No. 3
# C8H7N2O2

An isolated ion of composition C8H7N2O2 and charge -1 at a distorted geometry (ωB97M-V/def2-TZVPD, OMol25).

```
19
Properties=species:S:1:pos:R:3
C -0.753 1.167 -0.788
C -1.315 0.137 -0.054
C -2.028 0.739 0.965
C 2.483 0.559 -0.055
C -0.884 -1.268 -0.341
C 1.611 -2.151 -0.081
C 0.403 -1.429 0.456
C 1.680 -0.833 -0.007
N -1.949 2.049 0.855
N -1.134 2.334 -0.227
O 3.361 0.659 0.769
O 2.056 1.355 -0.943
H -0.082 0.994 -1.722
H -1.580 -2.026 -0.025
H -0.680 -1.153 -1.441
H 2.020 -3.123 -0.363
H -2.650 0.280 1.713
H 0.152 -1.475 1.579
H -0.710 3.186 -0.289
```

Results
- SMILES: O=C([O-])C1=C[C@@H]1Cc1cn[nH]c1
- Total charge: -1
- Spin multiplicity: 1
- E_HOMO: -4.43 eV
- Lowest unoccupied orbital energy: 3.79 eV
- Relative energy (zero: lowest compared OMol25 entry of this formula, charge and spin): 34.2 kcal/mol
- Frontier orbital gap: 8.22 eV

No. 4
# C5H9NO2

One molecule with the formula C5H9NO2 at a distorted geometry (ωB97M-V/def2-TZVPD, OMol25).

```
17
Properties=species:S:1:pos:R:3
C 1.671 -1.308 0.694
C 0.385 0.669 -1.780
C -0.501 -0.328 0.998
C -1.206 0.618 0.269
C -0.193 1.227 -0.518
O -0.966 -1.275 1.848
O -2.363 1.229 0.736
N 0.802 -0.142 0.773
H -1.931 -1.267 1.808
H -2.928 1.436 -0.015
H -0.128 2.319 -0.460
H 2.419 -1.264 1.490
H 1.144 -2.267 0.751
H 2.210 -1.262 -0.258
H 1.431 0.968 -1.899
H 0.316 -0.418 -1.795
H -0.162 1.064 -2.644
```

Results
- SMILES: C/C=C(O)\C(O)=N\C
- Total charge: 0
- Spin multiplicity: 1
- E_HOMO: -7.67 eV
- Lowest unoccupied orbital energy: 0.62 eV
- Relative energy (zero: lowest compared OMol25 entry of this formula, charge and spin): 87.3 kcal/mol
- Frontier orbital gap: 8.30 eV